[1]
The following is a quantum chemistry calculation of a structure of composition C27H43BrN2O2P2Pt, from OMol25.

Each line ends with the Mulliken charge.
Cartesian coordinates (Å):
N  -4.95933  -7.49037  0.86009  -0.514
H  -2.07071  0.38517  2.45100  0.083
H  -3.62022  -8.16485  2.27503  0.373
H  -2.71301  -0.53150  -4.19429  0.384
H  -3.64259  1.15959  2.21932  0.448
H  0.03372  0.83831  2.98757  0.280
H  0.41589  -3.40373  -1.34717  0.554
H  -0.86909  -1.66957  2.46565  0.670
C  0.63496  -2.75905  -0.48428  -0.279
H  1.17260  4.15076  1.62260  0.522
H  -1.01123  2.54242  -4.03406  0.152
C  -1.67995  -3.13378  0.15419  -1.873
C  1.85010  0.62873  -2.54124  0.281
H  2.30398  1.37273  -1.86521  -0.111
Pt  -0.93414  -1.20428  -0.82223  1.169
C  -2.57839  1.35558  2.37571  -1.077
H  0.49520  3.48437  -4.08672  0.357
H  -1.40778  -1.44987  -2.51762  -0.062
H  0.84118  3.72497  3.70226  0.361
H  -1.59419  4.95361  0.54409  0.356
H  1.52019  1.67278  2.57318  0.153
C  1.20309  -1.39377  1.91326  -0.609
C  -3.36389  -5.20236  0.53361  0.642
H  2.40039  -1.79232  -1.30041  0.819
C  0.12900  2.51876  -2.16391  -0.069
H  -2.50115  1.87164  3.33951  0.272
H  -2.19743  -6.10884  2.18263  0.394
H  6.32650  0.42865  -0.07699  0.369
C  -1.85469  0.14257  -4.01373  -1.324
H  -4.91027  -4.60116  -0.85907  0.391
H  1.19289  2.79231  -2.05852  0.348
C  -0.34090  -2.65583  0.56960  -0.411
C  -0.84130  -0.59346  -3.10220  -0.243
H  5.04907  -0.70549  -0.16978  0.373
H  -2.20924  1.10428  -3.59628  0.285
H  -1.21718  4.82188  2.29287  0.294
C  -3.03610  -6.21534  1.49163  -0.317
C  1.71227  -1.87366  -0.46416  -1.838
H  -6.20343  -6.71562  -0.61124  0.360
C  -5.30378  -6.55536  -0.01869  -0.392
C  5.21114  0.09511  1.63729  -0.716
H  0.46192  2.38486  4.79286  0.408
H  -0.84447  3.20685  3.93082  0.245
N  5.36425  0.20551  0.16997  -0.015
C  0.31465  4.01383  0.94750  -0.596
C  0.19476  2.84813  3.83087  -1.566
C  0.43333  1.82456  2.72960  -0.125
H  0.67505  4.20219  -0.07891  0.575
H  -1.39288  0.35042  -4.99369  0.350
C  -0.34705  3.17483  -3.44517  -1.564
H  -0.88206  4.10646  -3.21376  0.435
P  0.08406  0.56050  -1.90134  1.057
H  5.60090  -0.86678  1.97148  0.413
H  5.78219  0.86764  2.15133  0.407
H  -2.35175  1.71699  0.25504  0.240
C  -3.85204  -7.34845  1.58309  -0.333
H  -0.37251  6.02033  1.28879  0.413
O  3.24151  0.17384  3.04463  -0.507
H  -0.07029  -1.09318  -3.71601  0.710
C  2.01760  -1.28108  0.77432  1.380
C  -2.57997  -4.00465  0.21677  1.514
H  1.82977  0.27017  -4.71384  0.315
C  2.19055  1.00441  -3.98673  -1.308
C  -0.06166  -1.91104  1.74319  -0.598
H  1.81857  1.99070  -4.30078  0.174
H  1.62716  -1.13822  2.88707  0.676
P  -0.18330  2.22428  1.03531  0.386
H  3.28895  1.03377  -4.09074  0.422
Br  2.81248  1.87285  0.55709  -0.373
O  3.26818  -0.78144  0.85835  -0.259
C  -2.05153  2.17669  1.21924  -0.424
H  4.71561  0.93666  -0.16468  0.052
C  -0.79209  5.00191  1.29305  -1.474
C  -4.56330  -5.38114  -0.18858  -0.463
H  -2.46778  3.19182  1.22410  0.518
H  2.29940  -0.31434  -2.25191  -0.285
H  -0.39058  2.92491  -1.27384  -0.031
C  3.75018  0.01120  1.95217  0.380

Summary:
Frontier orbital gap (alpha / beta) = 6.9426 / 5.4656 eV
Lowest unoccupied orbital energy (alpha / beta) = -6.08 / -8.22 eV
Highest occupied orbital energy (alpha / beta) = -13.0262 / -13.6886 eV
Largest force on an atom = 0.06638 Eh/bohr
Net charge = +2
Relative energy (zero: lowest compared OMol25 entry of this formula, charge and spin) = 1.844 eV
2S+1 = 3

---

[2]
The following is a quantum chemistry calculation of a structure of composition C27H43BrN2P2Sn, from OMol25.

Each line ends with the Mulliken charge.
Cartesian coordinates (Å):
H  3.29168  -1.61566  -0.79648  -0.946
C  0.17810  1.08061  -1.62617  -0.412
H  6.33791  -2.38284  2.68190  0.423
C  4.41815  1.03213  0.93842  0.249
H  -2.33843  -3.96738  2.06015  0.278
C  -5.08264  4.01995  -2.79893  0.644
H  1.57998  -3.03606  -0.72510  0.150
P  -0.19807  -2.13094  0.58870  0.724
C  4.29109  -1.21582  -1.02438  0.960
P  5.11437  -0.60261  0.48421  -0.025
H  -0.46579  -2.66881  2.90791  0.272
H  0.08885  -1.52527  -2.31816  0.105
H  -1.52838  0.83809  5.93742  0.390
H  3.49168  1.23495  0.36590  -0.162
C  -2.06902  2.14103  -0.33834  -0.524
H  6.42173  1.86795  1.14356  0.382
C  -1.93817  -1.75067  0.14305  -0.624
N  -0.78011  0.37638  2.89734  -0.355
C  -0.65005  0.34180  5.49833  -1.175
H  0.71881  -3.73365  2.13946  0.480
H  -6.68251  3.86977  -5.82069  0.365
H  -0.61540  -0.70090  5.84971  0.302
H  1.05395  0.64364  -2.10521  0.717
C  5.35422  -1.95613  2.91070  -1.475
H  4.14449  1.02519  2.00244  0.269
H  4.55735  -2.86891  1.11797  0.306
C  -6.39554  4.23200  -4.83015  -0.357
H  -5.10855  2.55367  -4.42242  0.319
H  -2.38566  -2.64764  -0.31514  0.544
H  6.26752  -1.94254  -1.59283  0.415
H  -0.88298  2.14793  1.44498  0.503
H  -7.17641  6.73593  -2.85887  0.364
C  4.52170  -1.89966  1.63394  0.858
H  0.21233  -4.15707  -0.66712  0.523
C  -0.72919  0.37006  4.06110  0.433
H  3.45720  -1.70739  1.87447  -0.874
C  -0.90425  1.93249  0.38539  -0.639
Br  2.12424  -0.54360  3.45552  -0.367
C  -6.66848  5.82092  -3.18253  -0.325
C  -1.34955  -4.32425  1.75540  -1.203
C  -3.17168  2.42853  -2.53808  -0.458
H  5.13843  3.08551  1.05534  0.414
C  -5.76999  5.16397  -2.32582  -0.456
H  0.26244  0.85907  5.82943  0.324
H  5.16641  -3.21298  -1.05012  0.347
H  4.96608  -2.48691  -2.65194  0.412
Sn  1.40270  -0.12345  0.88060  0.875
H  -3.22222  2.07812  -3.57436  0.279
H  -1.00741  -2.92443  -2.40985  0.331
H  -1.39818  -4.62971  0.70113  0.316
C  -2.08744  1.93601  -1.74095  1.029
C  5.46978  2.11989  0.66107  -1.522
H  -1.00193  1.08908  -3.42837  0.417
C  5.22440  -2.27723  -1.61336  -1.425
C  -0.27167  -3.26860  2.00308  -0.397
C  -0.97442  1.33396  -2.36270  -0.851
C  -5.47396  3.51185  -4.05704  -0.400
C  0.02708  -2.61774  -2.19886  -1.129
C  -2.80844  -1.27423  1.29716  -0.966
H  5.64210  2.23145  -0.41449  0.371
H  5.49072  -0.96710  3.36204  0.321
H  -3.85298  3.73580  -1.02401  0.284
H  4.15107  -0.38697  -1.72708  0.358
H  -1.93396  -0.97814  -0.63961  0.418
C  0.16449  1.33636  -0.25362  -0.109
H  -2.95724  2.47240  0.19004  0.391
H  0.66719  -3.06360  -2.97178  0.442
H  -3.65233  -0.70909  0.88519  0.391
H  -5.63383  5.51690  -1.30093  0.367
H  4.85783  -2.60847  3.63596  0.375
H  -1.12849  -5.22320  2.33755  0.399
H  -3.20479  -2.09787  1.90195  0.355
H  -2.26692  -0.58875  1.95808  -0.109
C  -4.01624  3.37775  -2.04331  -0.008
C  0.48255  -3.09754  -0.81652  -0.375
N  -6.95532  5.37266  -4.41124  -0.525

Summary:
Frontier orbital gap (alpha / beta) = 3.4293 / 3.9988 eV
Lowest unoccupied orbital energy (alpha / beta) = -9.52 / -8.75 eV
Highest occupied orbital energy (alpha / beta) = -12.9534 / -12.7478 eV
Largest force on an atom = 0.04339 Eh/bohr
Net charge = +2
Relative energy (zero: lowest compared OMol25 entry of this formula, charge and spin) = 0.000 eV

---

Q: net charge of number 2 (C27H43BrN2P2Sn)?
A: +2

---

Q: The highest largest force on an atom belongs to which entry?
A: C27H43BrN2O2P2Pt

---

Q: The highest largest force on an atom belongs to which entry?
A: C27H43BrN2O2P2Pt